Below is a structure of composition C46H42AsN5PPt, with properties calculated with ωB97M-V with the def2-TZVPD basis set.

Geometry as ORCA input:
```
! wB97M-V def2-TZVPD RIJCOSX def2/J DEFGRID3
* xyz 1 1
C 1.466 -5.875 2.473
H -4.049 6.529 -3.818
C 4.091 6.471 2.954
C 0.574 -1.128 -2.837
C -2.871 6.131 -2.064
H -0.806 -1.047 2.560
H 0.776 -6.853 4.251
H 0.014 -3.635 0.248
H -4.287 4.674 -1.426
H -0.118 -9.095 -2.498
H -5.144 1.415 1.608
C 1.509 -6.042 -0.752
C -1.550 -1.610 2.004
C 2.612 0.889 -0.942
C -0.989 4.538 -0.634
H 1.445 7.148 2.692
C -1.519 6.472 -2.017
C -3.444 -3.034 0.567
C 3.272 4.617 1.466
C -2.526 -2.326 2.675
Pt -0.154 1.715 0.035
C -0.417 -7.441 -1.163
C 0.357 -1.063 -4.207
N -2.219 1.934 0.224
H 4.659 3.377 -0.539
H -0.299 5.959 1.456
C -4.077 3.070 0.618
C 2.255 -6.853 -1.603
C -4.270 1.808 1.119
H 1.136 -1.383 -4.887
H 0.436 5.968 -1.336
H -4.283 -3.541 2.476
C -1.523 -1.590 0.606
H -1.177 7.359 -2.539
C 2.505 -3.736 2.794
C 2.281 -3.825 4.161
N -2.845 3.123 0.080
C 1.252 -5.971 3.843
H 1.524 -1.505 -2.476
C -0.612 5.696 -1.330
C -1.852 -0.207 -3.822
C -1.632 -0.255 -2.456
C -3.249 4.986 -1.392
C 3.896 1.381 -1.155
N -0.046 3.763 0.027
H -2.417 -2.359 -1.191
C 0.337 -8.244 -2.010
C 0.975 4.415 0.708
C -3.082 1.134 0.854
H 4.221 6.005 3.934
N 2.671 2.836 -0.043
C 3.891 2.624 -0.572
H -2.806 0.136 -4.200
C -2.334 4.216 -0.673
H -2.540 -2.339 3.757
H 3.841 7.518 3.119
C 0.884 -3.240 -0.272
C 0.164 -6.346 -0.540
H -4.714 3.936 0.642
C 1.674 -7.950 -2.229
H 5.050 6.417 2.438
P -0.165 -0.641 -0.139
H 4.275 4.205 1.488
H 1.294 -1.834 1.314
C 1.649 -4.944 4.687
H 3.037 -2.878 2.395
H 2.267 -8.571 -2.887
As 2.404 -4.491 0.019
H 0.667 -3.250 -1.339
H -0.440 -5.738 0.123
H -2.411 0.061 -1.773
H 1.162 -6.689 1.829
H -2.827 0.130 1.104
H -1.460 -7.670 -0.987
H -1.015 -0.549 -5.770
C 0.716 5.584 1.439
H 1.483 -5.022 5.754
N 1.880 1.773 -0.269
C 1.696 6.247 2.143
H 2.609 -3.028 4.816
C -2.457 -2.329 -0.111
C -3.492 -3.019 1.954
C 1.195 -1.834 0.226
H -3.527 7.975 -2.961
C 2.283 3.961 0.734
C -0.852 -0.604 -4.702
C -3.878 6.953 -2.826
C -0.419 -0.732 -1.947
H 4.707 0.893 -1.667
H -4.178 -3.599 0.008
C 2.079 -4.748 1.932
H 3.300 -6.624 -1.775
H 2.192 -0.041 -1.261
H 2.136 -1.465 -0.177
C 3.009 5.773 2.173
H -4.838 6.976 -2.312
*
```

Summary:
Relative energy (zero: lowest compared OMol25 entry of this formula, charge and spin)   0.0 kcal/mol
E   -4748.16448 a.u.
Kohn-Sham gap   7.454 eV

Below is a structure of composition C46H42AsN7P2SSe2W, with properties calculated with ωB97M-V with the def2-TZVPD basis set.

Geometry as ORCA input:
```
! wB97M-V def2-TZVPD RIJCOSX def2/J DEFGRID3
* xyz 2 1
C 6.403 -1.532 -0.564
N 0.126 0.700 1.712
C -2.646 1.967 5.697
C 2.539 -2.140 -2.740
H 1.566 -7.072 -0.725
C 4.397 -1.340 0.727
C 0.334 5.428 0.362
C 3.592 1.076 -1.829
N -2.811 -0.026 -0.071
C -4.362 1.593 -0.922
C 6.092 0.351 0.899
C 1.627 -3.996 -3.964
H -5.694 3.000 -1.809
H -6.983 1.253 -3.012
H -3.207 2.367 6.545
H -2.647 0.875 5.744
H 2.851 4.178 -3.987
H -0.752 -1.651 -3.426
C -3.901 -2.594 2.353
H 0.116 6.662 -1.397
H -4.821 -0.872 1.442
C -1.650 -3.067 1.658
C 1.815 -6.074 -0.404
C -3.278 4.438 3.851
H -0.454 -3.875 -4.458
H 1.130 6.016 0.787
H 7.833 0.034 -0.305
H -5.912 2.366 3.320
C 3.235 -4.597 0.845
C 2.323 1.276 -2.363
C -3.975 0.237 -0.819
As -3.457 2.494 3.999
C 4.596 1.984 -2.101
H 1.766 -4.954 -4.439
H 3.789 0.222 -1.198
N -3.539 2.509 -0.213
H -1.613 2.317 5.746
C -4.691 -0.736 -1.515
C -0.117 4.314 1.022
H -2.217 4.682 3.775
H -1.750 5.265 -2.317
H -0.844 -1.737 0.166
H 7.011 -2.073 -1.272
Se -0.978 1.029 -2.399
C -2.826 -1.181 0.731
H -2.724 -4.220 3.098
P 1.014 0.078 -1.960
H 5.120 3.800 -3.096
C -1.705 3.917 -0.666
C 2.943 -5.862 0.376
C 2.052 2.392 -3.146
C 3.061 3.305 -3.393
H -5.356 0.887 4.137
C -1.683 -1.974 0.813
C 0.382 -3.388 -3.982
H 0.108 -5.170 -1.332
H 3.380 -1.657 -2.263
W -1.757 1.636 -0.008
H 6.454 1.273 1.324
C 1.557 -0.709 0.934
H -3.694 4.911 4.741
H 3.660 -3.863 -3.315
C -0.233 5.789 -0.870
H 4.257 0.364 2.020
H 4.083 -4.442 1.499
H 4.814 -2.973 -0.608
N 0.085 0.847 0.378
H 5.579 1.819 -1.694
H -4.764 -2.837 2.955
C 1.294 -3.734 -0.290
H -4.383 -1.770 -1.451
C 5.170 -2.040 -0.192
H -6.307 -1.111 -2.847
C 4.863 -0.150 1.284
H -3.799 4.800 2.964
C 2.412 -3.525 0.505
C -6.143 0.975 -2.394
C -5.335 1.978 4.158
C -1.254 5.024 -1.391
N -2.678 3.072 -1.151
P 2.797 -1.956 1.330
N 0.974 -0.211 2.035
C -3.945 -1.505 1.505
C 4.332 3.096 -2.884
C 0.995 -5.009 -0.740
C 0.208 -2.150 -3.392
H 0.306 3.997 1.971
C -2.757 -3.374 2.433
H 3.586 -6.685 0.641
H 0.654 -2.907 -0.557
C -5.434 1.957 -1.723
H -5.771 2.326 5.095
C 1.288 -1.528 -2.771
C 1.006 -0.029 -0.167
S -2.514 1.308 2.498
C 2.697 -3.377 -3.338
C -5.765 -0.358 -2.297
H -0.769 -3.690 1.706
H 1.063 2.533 -3.563
C 6.862 -0.342 -0.023
Se 2.796 -2.177 3.442
N -1.106 3.524 0.525
*
```

Summary:
Relative energy (zero: lowest compared OMol25 entry of this formula, charge and spin)   37.8 kcal/mol
E   -10347.48796 a.u.
Kohn-Sham gap (spin up / spin down)   3.934 / 3.925 eV

Below is a structure of composition C46H43AlBNO7SSi, with properties calculated with ωB97M-V with the def2-TZVPD basis set.

Geometry as ORCA input:
```
! wB97M-V def2-TZVPD RIJCOSX def2/J DEFGRID3
* xyz -2 1
H 4.000 0.564 0.101
H -4.913 -6.668 1.856
C 0.672 -6.668 3.184
H 1.424 4.342 2.524
C -2.305 3.175 -4.677
C 3.068 -1.640 -2.166
H 4.303 -3.378 -1.914
H 1.961 4.272 4.942
H -0.159 -0.206 3.466
O -0.196 2.204 -1.332
H -2.874 3.342 -5.580
C -1.232 1.633 -3.230
C -2.714 -4.101 2.104
C 4.219 -2.425 -2.421
C -0.245 -5.638 3.049
O 7.193 -1.036 -5.066
C 0.618 -5.140 0.867
C -4.544 -5.669 2.060
C -3.205 -5.375 1.844
H -0.907 6.698 -2.955
C -2.056 1.404 1.206
H -3.882 5.237 -5.705
C -3.375 2.908 4.331
C -2.424 5.675 -4.147
H -0.638 -1.947 2.291
H 2.965 0.125 4.579
H -2.538 -6.135 1.460
C 5.199 -2.001 -3.282
H 1.634 2.301 1.155
H -3.229 6.873 -5.757
C 1.778 3.422 2.975
H 4.335 -1.157 0.280
H -0.944 4.785 -2.005
H 0.701 -7.252 4.097
Si 2.300 -0.503 1.634
C -1.045 0.531 1.642
O -0.772 -1.945 0.246
H -2.257 1.483 0.142
H -1.494 1.131 4.993
C -3.539 6.051 -3.158
H -3.565 2.868 1.674
C -3.591 -3.121 2.558
Al 0.225 -0.472 0.235
C -1.963 4.246 -3.853
C 1.899 2.273 2.209
O -0.859 -2.755 2.774
C -1.944 1.858 -4.385
H -0.931 -5.409 3.856
H -4.391 5.379 -3.275
H -2.230 1.042 -5.036
C 1.532 -6.177 1.000
C 6.173 -0.413 -4.889
C -1.294 -3.116 0.366
H -2.238 5.513 -6.309
H 5.132 1.098 -5.435
H 2.748 2.157 5.960
H 2.611 -2.909 2.190
C 1.559 -6.947 2.152
H 0.626 -4.533 -0.029
C -1.268 -3.708 1.820
C -4.929 -3.414 2.768
O 5.994 0.720 -5.638
C 2.512 2.195 4.902
C -2.814 2.187 2.059
H -3.216 -2.122 2.747
H 2.273 -7.757 2.249
C 2.611 -1.998 2.796
H 2.165 0.260 -2.588
C 2.075 3.383 4.332
H -3.878 7.076 -3.335
O -1.764 -3.786 -0.528
C 3.013 -0.379 -2.799
C -2.608 2.107 3.438
C -2.975 5.827 -5.568
H 6.072 -2.610 -3.480
C -1.649 1.213 3.924
H 3.879 1.017 -4.122
H -5.599 -2.636 3.115
H 4.783 -0.027 1.572
H 2.232 -6.371 0.197
C 2.319 1.058 2.762
H -6.456 -4.926 2.700
H -0.418 6.363 -4.618
B -0.177 0.782 -1.451
C 5.110 -0.769 -3.952
C -0.903 0.459 3.039
C -5.411 -4.693 2.528
C 3.993 0.035 -3.668
S 1.807 -2.229 -1.169
C -1.257 6.660 -3.986
H -3.189 5.977 -2.127
C 2.633 1.052 4.120
H 3.573 -1.936 3.312
H 1.816 -2.111 3.539
C -0.866 2.696 -2.403
N -4.004 3.557 5.047
C -1.224 3.994 -2.689
C 4.024 -0.260 0.820
C -0.292 -4.876 1.885
O -0.802 0.472 -2.678
H -1.571 7.667 -4.270
*
```

Summary:
Relative energy (zero: lowest compared OMol25 entry of this formula, charge and spin)   7.5 kcal/mol
E   -3315.42008 a.u.
Kohn-Sham gap   5.600 eV

Which of these has the lowest E? C46H42AsN7P2SSe2W

What is the relative energy (zero: lowest compared OMol25 entry of this formula, charge and spin) in the third record? 7.5 kcal/mol

Look up the E of the third one. -3315.42008 a.u.